Run a
# C2H9NO4

3 unconnected molecules or ions with the total composition C2H9NO4 (ωB97M-V with the def2-TZVPD basis set, the OMol25 dataset).

Each line ends with the Mulliken charge.
Geometry (Å):
N: 1.604 -1.272 0.659  -0.578
C: 0.624 -1.498 -0.409  -0.345
C: -0.398 -0.513 -0.345  0.511
O: -0.154 0.664 -0.426  -0.545
O: -1.646 -0.945 -0.007  -0.507
H: 1.283 -1.885 1.490  0.246
H: 2.481 -1.685 0.361  0.245
H: 0.093 -2.493 -0.217  0.280
H: 1.118 -1.329 -1.313  0.302
H: -2.066 -0.342 0.610  0.356
O: 2.725 1.789 -0.348  -0.659
H: 2.552 0.993 0.214  0.327
H: 1.819 2.079 -0.653  0.334
O: -2.738 1.419 0.674  -0.684
H: -3.226 0.586 0.428  0.352
H: -2.140 1.627 -0.147  0.366

Summary:
- SMILES: NCC(=O)O.O.O
- Total charge: 0
- E_LUMO: 0.402 eV

---

Run b
# C2H9NO4

3 unconnected molecules or ions with the total composition C2H9NO4 (ωB97M-V with the def2-TZVPD basis set, the OMol25 dataset).

Each line ends with the Mulliken charge.
Geometry (Å):
O: -0.322 2.313 -0.867  -0.581
C: 0.712 1.632 -1.285  0.037
N: 1.038 0.417 -0.884  -0.173
C: 0.072 -0.251 0.008  -0.316
O: 0.686 -0.635 1.194  -0.555
H: 1.386 2.240 -1.994  0.338
H: 2.018 0.398 -0.641  0.294
H: -0.544 -0.973 -0.605  0.259
H: -0.842 0.391 0.311  0.275
H: 0.975 -1.578 0.968  0.381
O: 2.411 -2.407 2.776  -0.653
H: 1.956 -1.606 2.642  0.364
H: 1.990 -2.951 3.492  0.327
O: -4.076 -0.074 -1.431  -0.608
H: -4.896 -0.602 -1.509  0.317
H: -3.613 -0.106 -2.193  0.294

Summary:
- SMILES: O=CNCO.O.O
- Total charge: 0
- E_LUMO: 0.555 eV

---

Last place for stability: run b

---

Run a
# C2H9NO4

3 unconnected molecules or ions with the total composition C2H9NO4 (ωB97M-V with the def2-TZVPD basis set, the OMol25 dataset).

Each line ends with the Mulliken charge.
Geometry (Å):
O: -1.704 -0.865 -1.078  -0.537
C: -1.084 0.122 -1.389  0.040
N: -0.696 1.103 -0.499  -0.110
C: -0.527 0.834 0.893  -0.553
O: 0.710 0.183 1.182  -0.529
H: -0.706 0.293 -2.409  0.366
H: -0.559 2.004 -0.929  0.288
H: -1.330 0.170 1.235  0.309
H: -0.568 1.726 1.509  0.326
H: 0.524 -0.768 1.092  0.425
O: 2.726 0.913 -1.296  -0.654
H: 1.843 1.139 -0.968  0.324
H: 3.195 0.762 -0.464  0.318
O: -0.226 -2.534 0.927  -0.689
H: -1.020 -2.449 0.374  0.342
H: -0.578 -2.632 1.820  0.335

Summary:
- SMILES: O=CNCO.O.O
- Total charge: 0
- E_LUMO: 0.600 eV

---

Run b
# C2H9NO4

3 unconnected molecules or ions with the total composition C2H9NO4 (ωB97M-V with the def2-TZVPD basis set, the OMol25 dataset).

Each line ends with the Mulliken charge.
Geometry (Å):
N: 0.962 1.488 1.325  -0.468
C: 0.020 0.408 1.558  -0.385
C: -0.178 -0.505 0.432  0.453
O: -0.211 0.007 -0.677  -0.552
O: -0.641 -1.806 0.727  -0.514
H: 1.035 2.024 2.113  0.198
H: 1.865 1.025 1.065  0.207
H: -0.983 0.865 1.608  0.223
H: 0.312 -0.023 2.552  0.322
H: -0.442 -2.263 -0.166  0.502
O: -0.234 3.247 -1.375  -0.630
H: -0.377 2.302 -1.159  0.318
H: -1.175 3.444 -1.476  0.303
O: 0.182 -2.870 -1.433  -0.569
H: 0.400 -2.257 -2.019  0.278
H: 0.804 -3.574 -1.672  0.314

Summary:
- SMILES: NCC(=O)O.O.O
- Total charge: 0
- E_LUMO: 0.320 eV

---

Last place for stability: run b

---

Run a
# C2H9NO4

A molecular structure, C2H9NO4 (ωB97M-V with the def2-TZVPD basis set, the OMol25 dataset).

Each line ends with the Mulliken charge.
Geometry (Å):
H: -0.887 0.879 -0.537  0.406
O: -2.030 0.461 -0.832  -0.822
N: 0.172 1.556 -0.045  -0.560
H: -2.121 1.007 -1.636  0.346
H: -0.011 2.046 0.771  0.227
H: 0.452 2.106 -0.976  0.357
C: 1.034 0.337 0.144  -0.138
H: 2.126 0.708 0.351  0.228
H: 0.949 -0.258 1.053  0.198
C: 0.905 -0.267 -1.237  0.593
O: 2.002 -0.415 -1.886  -0.637
O: -0.174 -0.652 -1.866  -0.665
H: -1.244 -0.285 -1.487  0.468
O: -0.295 -2.094 2.526  -0.619
H: -1.099 -2.176 2.994  0.297
H: 0.221 -2.954 2.662  0.321

Summary:
- Total charge: 0
- E_LUMO: 0.330 eV

---

Run b
# C2H9NO4

3 unconnected molecules or ions with the total composition C2H9NO4 (ωB97M-V with the def2-TZVPD basis set, the OMol25 dataset).

Each line ends with the Mulliken charge.
Geometry (Å):
O: 1.870 0.744 -0.562  -0.624
C: 0.807 1.222 -0.953  0.062
N: -0.394 0.947 -0.381  -0.017
C: -0.397 0.456 0.969  -0.870
O: -0.528 -1.031 1.162  -0.587
H: 0.804 1.867 -1.862  0.345
H: -1.290 0.730 -0.844  0.267
H: 0.438 0.790 1.426  0.546
H: -1.212 0.911 1.416  0.406
H: 0.437 -1.347 1.111  0.466
O: -2.566 -0.664 -1.392  -0.702
H: -2.175 -1.025 -0.648  0.350
H: -3.240 -0.051 -1.075  0.332
O: 2.135 -1.402 0.668  -0.726
H: 2.213 -0.598 0.089  0.447
H: 3.098 -1.549 0.876  0.305

Summary:
- SMILES: O=CNCO.O.O
- Total charge: 0
- E_LUMO: 0.624 eV

---

Last place for stability: run a

---

Run a
# C4H5N2O3

A gas-phase ion, C4H5N2O3 (charge -1) (ωB97M-V with the def2-TZVPD basis set, the OMol25 dataset).

Each line ends with the Mulliken charge.
Geometry (Å):
C: 0.484 -1.085 0.498  0.043
C: -2.723 0.213 0.717  -0.264
C: 1.179 -0.468 -0.645  -0.879
C: 2.311 0.678 0.197  0.614
N: -0.696 -0.795 0.933  -0.762
N: -1.528 0.080 0.284  0.407
O: -3.513 1.001 -0.077  -0.237
O: 1.864 1.794 0.128  -0.617
O: 3.254 0.080 0.685  -0.639
H: 1.102 -1.656 1.210  0.373
H: 1.976 -1.129 -1.085  0.244
H: 0.483 -0.052 -1.334  0.376
H: -1.202 0.319 -0.650  0.104
H: -2.991 1.018 -0.861  0.237

Summary:
- Total charge: -1
- E_LUMO: 3.498 eV

---

Run b
# C4H5N2O3

A gas-phase ion, C4H5N2O3 (charge -1) (ωB97M-V with the def2-TZVPD basis set, the OMol25 dataset).

Each line ends with the Mulliken charge.
Geometry (Å):
N: -2.569 -0.574 0.338  -0.593
N: -1.822 0.296 -0.540  -0.372
C: -0.405 0.239 -0.379  0.190
C: 0.604 1.166 -0.365  0.135
O: 0.721 2.398 -0.221  -0.796
C: 1.757 0.053 -0.325  0.287
O: 2.771 0.203 0.594  -0.586
C: 0.612 -0.949 -0.095  -0.090
O: 0.608 -2.105 0.185  -0.678
H: -2.123 -0.536 1.166  0.295
H: -2.572 -1.436 -0.202  0.294
H: -2.006 1.239 -0.220  0.311
H: 1.983 -0.121 -1.407  0.264
H: 2.440 0.124 1.470  0.341

Summary:
- SMILES: NNC1=C([O-])[C@@H](O)C1=O
- Total charge: -1
- E_LUMO: 3.927 eV

---

Last place for stability: run a